Below is C7H13NOS in the gas phase, with properties calculated with ωB97M-V with the def2-TZVPD basis set.

CARTESIAN COORDINATES (ANGSTROEM)
C1 0.094 1.164 1.609
C2 0.375 1.154 -0.860
C3 -0.422 2.109 -1.382
C4 0.364 0.621 0.433
C5 -0.201 2.636 -2.787
C6 -1.797 -2.687 0.802
C7 1.825 -1.417 1.480
N1 -0.712 -1.960 1.395
O1 0.452 -1.760 -0.804
S1 0.344 -1.278 0.566
H1 0.122 0.454 2.480
H2 -0.047 2.130 1.892
H3 1.236 0.897 -1.643
H4 -1.323 2.530 -0.930
H5 0.626 3.319 -2.899
H6 -1.143 3.171 -3.014
H7 -0.032 1.775 -3.439
H8 -1.689 -3.699 1.298
H9 -1.808 -2.757 -0.217
H10 -2.782 -2.143 0.998
H11 2.391 -2.338 1.278
H12 2.501 -0.596 1.204
H13 1.625 -1.325 2.541

## Properties
Frontier orbital gap: 9.09 eV
SMILES: C=C(/C=C/C)[S@](C)(=O)=NC
HOMO level: -8.50 eV
ΔE to the lowest compared entry with this formula, charge and spin: 98.93 kcal per mole


Below is 2 unconnected molecules or ions with the total composition C31H60BIN3O7S, with properties calculated with ωB97M-V with the def2-TZVPD basis set.

CARTESIAN COORDINATES (ANGSTROEM)
C1 0.344 -4.321 -1.250
C2 -0.005 -2.971 -0.623
O1 0.128 -1.899 -1.546
B1 1.358 -1.317 -1.643
O2 2.434 -1.983 -1.039
N1 1.492 -0.072 -2.402
C3 1.634 1.188 -1.630
C4 1.743 2.240 -2.780
C5 2.219 3.641 -2.404
C6 2.145 4.566 -3.627
I1 3.829 4.198 -4.916
C7 2.938 1.272 -0.826
C8 3.006 2.269 0.352
C9 3.504 1.627 1.656
C10 3.790 2.707 2.697
C11 2.540 3.340 3.275
O3 1.637 2.294 3.660
C12 0.550 2.763 4.374
C13 -0.623 3.211 3.551
O4 0.566 2.793 5.587
C14 0.348 1.559 -0.851
C15 0.238 0.930 0.558
C16 -0.886 -0.094 0.775
O5 -0.777 1.288 -1.686
C17 -1.806 2.222 -1.617
C18 -2.954 1.598 -2.455
C19 -3.482 0.274 -1.881
C20 -2.967 -0.913 -2.692
S1 -3.436 -2.518 -2.007
O6 -2.241 2.365 -0.280
C21 -3.218 3.361 -0.026
C22 -4.245 2.782 0.952
C23 -1.438 3.574 -2.235
C24 -1.637 3.892 -3.571
C25 -1.322 5.149 -4.027
N2 -0.790 6.141 -3.307
C26 -0.575 5.796 -2.037
C27 -0.878 4.584 -1.469
H1 0.151 -4.294 -2.312
H2 -0.303 -5.049 -0.757
H3 1.383 -4.548 -1.024
H4 -1.063 -3.018 -0.383
H5 0.511 -2.811 0.319
H6 3.139 -2.100 -1.681
H7 2.327 -0.174 -2.972
H8 2.486 1.836 -3.464
H9 0.813 2.289 -3.341
H10 3.274 3.579 -2.154
H11 1.731 4.081 -1.538
H12 2.163 5.610 -3.362
H13 1.268 4.316 -4.209
H14 3.271 0.308 -0.450
H15 3.719 1.561 -1.526
H16 2.076 2.791 0.559
H17 3.733 3.042 0.118
H18 4.469 1.190 1.410
H19 2.797 0.897 2.028
H20 4.334 3.524 2.223
H21 4.443 2.350 3.486
H22 2.060 3.936 2.494
H23 2.767 4.000 4.109
H24 -0.315 3.750 2.661
H25 -1.187 2.333 3.245
H26 -1.253 3.822 4.183
H27 0.411 2.630 -0.706
H28 1.183 0.473 0.832
H29 0.095 1.728 1.276
H30 -0.469 -0.952 1.301
H31 -1.322 -0.474 -0.137
H32 -1.648 0.296 1.439
H33 -2.493 1.351 -3.407
H34 -3.750 2.311 -2.629
H35 -4.556 0.293 -2.049
H36 -3.271 0.168 -0.825
H37 -3.433 -0.866 -3.671
H38 -1.899 -0.814 -2.857
H39 -3.664 -2.246 -0.712
H40 -3.750 3.704 -0.908
H41 -2.753 4.220 0.456
H42 -5.109 2.405 0.415
H43 -3.795 1.944 1.475
H44 -4.595 3.534 1.647
H45 -2.037 3.176 -4.263
H46 -1.518 5.372 -5.068
H47 -0.118 6.551 -1.407
H48 -0.687 4.428 -0.419
C28 0.139 -6.171 2.706
C29 -0.737 -7.223 2.044
C30 -1.250 -8.310 2.987
O7 -0.211 -9.206 3.322
C31 0.493 -8.927 4.541
N3 0.088 -7.935 1.005
H49 1.123 -6.556 2.978
H50 0.300 -5.326 2.032
H51 -0.334 -5.783 3.605
H52 -1.568 -6.745 1.525
H53 -2.005 -8.904 2.462
H54 -1.731 -7.882 3.866
H55 -0.133 -8.386 5.251
H56 1.399 -8.354 4.338
H57 0.783 -9.879 4.978
H58 0.650 -7.301 0.435
H59 -0.493 -8.501 0.383
H60 0.709 -8.597 1.492

## Properties
Frontier orbital gap: 7.33 eV
HOMO level: -10.54 eV
Total charge: +1
ΔE to the lowest compared entry with this formula, charge and spin: 0.00 kcal per mole


Below is C4H7NO in the gas phase, with properties calculated with ωB97M-V with the def2-TZVPD basis set.

CARTESIAN COORDINATES (ANGSTROEM)
C1 -0.632 0.072 0.018
C2 0.503 0.973 0.198
C3 -2.059 -0.354 0.226
C4 -0.903 -1.151 -0.302
N1 1.747 0.168 -0.204
O1 1.836 -1.080 0.241
H1 0.441 1.868 -0.433
H2 0.583 1.268 1.247
H3 -2.428 -0.550 1.227
H4 -2.825 -0.022 -0.466
H5 -0.562 -2.113 -0.593
H6 2.563 0.751 0.087
H7 1.736 0.172 -1.247

## Properties
Frontier orbital gap: 9.13 eV
SMILES: [O-][NH2+]CC1=CC1
HOMO level: -8.52 eV
ΔE to the lowest compared entry with this formula, charge and spin: 137.04 kcal per mole


Below is a molecular structure, C24H38NO2P3Sn, with properties calculated with ωB97M-V with the def2-TZVPD basis set.

CARTESIAN COORDINATES (ANGSTROEM)
P1 3.803 -0.786 -0.072
C1 4.294 -1.059 1.659
H1 5.298 -1.525 1.753
H2 3.494 -1.660 2.145
H3 4.244 -0.077 2.159
C2 4.196 -2.340 -0.960
H4 3.998 -2.165 -2.030
H5 3.468 -3.103 -0.643
H6 5.242 -2.648 -0.788
C3 5.037 0.356 -0.834
H7 6.061 -0.054 -0.785
H8 4.921 1.336 -0.344
H9 4.723 0.507 -1.880
P2 -1.197 4.004 -0.516
C4 -1.385 5.133 0.887
H10 -1.849 6.107 0.663
H11 -0.396 5.245 1.358
H12 -1.973 4.571 1.628
C5 -0.040 4.829 -1.689
H13 -0.075 4.306 -2.662
H14 0.983 4.668 -1.306
H15 -0.263 5.906 -1.822
C6 -2.742 4.086 -1.518
H16 -2.998 5.120 -1.828
H17 -3.538 3.580 -0.934
H18 -2.595 3.449 -2.411
P3 -2.985 -2.408 0.322
C7 -3.726 -3.079 1.846
H19 -4.225 -4.048 1.734
H20 -4.448 -2.353 2.233
H21 -2.972 -3.135 2.631
C8 -4.255 -2.619 -0.976
H22 -4.920 -3.494 -0.825
H23 -3.759 -2.697 -1.953
H24 -4.845 -1.691 -1.023
C9 -1.728 -3.607 -0.268
H25 -2.128 -4.661 -0.272
H26 -0.781 -3.523 0.320
H27 -1.476 -3.354 -1.321
Sn1 0.125 -0.164 -2.781
C10 0.658 0.922 -0.916
O1 0.937 1.272 0.151
C11 -1.665 -0.599 -0.369
O2 -1.703 0.474 0.179
C12 -1.246 -0.329 -4.559
C13 -0.560 -1.560 -4.344
C14 0.862 -1.595 -4.392
C15 1.569 -0.398 -4.628
C16 0.888 0.818 -4.821
C17 -0.512 0.870 -4.679
H28 -2.336 -0.308 -4.529
H29 -1.109 -2.466 -4.052
H30 1.370 -2.524 -4.182
H31 2.655 -0.422 -4.650
H32 1.450 1.715 -5.052
H33 -1.052 1.831 -4.722
N1 0.143 -1.909 1.831
C18 0.164 -1.330 2.852
C19 0.148 -0.704 4.134
C20 -1.070 -0.195 4.628
C21 -1.134 0.213 5.965
C22 0.018 0.221 6.745
C23 1.251 -0.182 6.220
C24 1.323 -0.639 4.894
H34 -1.932 -0.125 3.969
H35 -2.095 0.526 6.378
H36 -0.036 0.558 7.783
H37 2.155 -0.151 6.822
H38 2.273 -0.935 4.448

## Properties
Frontier orbital gap (alpha / beta): 3.25 / 3.27 eV
HOMO level (alpha / beta): -17.29 / -17.50 eV
Total charge: +4
ΔE to the lowest compared entry with this formula, charge and spin: 18.68 kcal per mole


Below is a molecular structure, C20H28N6ORh, with properties calculated with ωB97M-V with the def2-TZVPD basis set.

CARTESIAN COORDINATES (ANGSTROEM)
Rh1 0.202 0.639 1.207
C1 -2.996 3.478 2.257
C2 -2.124 2.498 1.551
N1 -1.004 1.993 2.171
C3 -0.968 1.663 3.589
C4 -1.317 0.170 3.824
N2 -0.951 -0.669 2.647
C5 -0.152 -1.882 2.900
C6 1.323 -1.547 3.076
N3 1.873 -0.743 1.957
C7 2.373 -1.479 0.772
C8 1.311 -1.687 -0.298
N4 0.577 -0.445 -0.529
C9 -0.285 -0.372 -1.654
C10 -0.797 -1.696 -2.186
C11 -1.413 0.627 -1.408
C12 -2.357 0.993 -2.344
C13 -3.319 1.943 -1.958
C14 -3.314 2.477 -0.696
C15 -2.322 2.064 0.227
N5 -1.410 1.138 -0.191
H1 -2.391 4.241 2.750
H2 -3.605 2.993 3.026
H3 -3.676 3.977 1.573
H4 -1.657 2.288 4.161
H5 0.032 1.873 3.975
H6 -2.383 0.049 4.017
H7 -0.788 -0.199 4.703
H8 -1.798 -0.921 2.153
H9 -0.288 -2.545 2.045
H10 -0.505 -2.419 3.784
H11 1.890 -2.472 3.205
H12 1.459 -0.958 3.985
H13 2.645 -0.201 2.325
H14 2.798 -2.443 1.065
H15 3.180 -0.877 0.352
H16 0.633 -2.500 -0.012
H17 1.830 -2.040 -1.197
H18 0.007 -2.342 -2.538
H19 -1.504 -1.534 -2.997
H20 -1.320 -2.225 -1.389
H21 -2.353 0.586 -3.345
H22 -4.072 2.255 -2.669
H23 -4.059 3.205 -0.408
O1 0.410 0.376 -2.816
N6 1.603 -0.158 -3.200
C16 2.714 0.304 -2.603
C17 3.941 -0.164 -3.014
C18 4.005 -1.089 -4.050
C19 2.834 -1.517 -4.663
C20 1.626 -1.027 -4.223
H24 2.548 1.042 -1.834
H25 4.836 0.213 -2.541
H26 4.963 -1.456 -4.392
H27 2.850 -2.212 -5.491
H28 0.666 -1.269 -4.653

## Properties
2S+1: 6
Frontier orbital gap (alpha / beta): 5.45 / 6.46 eV
HOMO level (alpha / beta): -11.70 / -14.25 eV
Total charge: +2


Below is 2 unconnected molecules or ions with the total composition CClN, with properties calculated with ωB97M-V with the def2-TZVPD basis set.

CARTESIAN COORDINATES (ANGSTROEM)
C1 -0.627 0.567 1.054
N1 0.105 -0.298 1.078
Cl1 0.522 -0.269 -2.132

## Properties
2S+1: 3
Frontier orbital gap (alpha / beta): 13.79 / 7.14 eV
HOMO level (alpha / beta): -12.27 / -11.78 eV
ΔE to the lowest compared entry with this formula, charge and spin: 2.59 kcal per mole


Below is a molecular structure, C52H46IrN3O2P3S2, with properties calculated with ωB97M-V with the def2-TZVPD basis set.

CARTESIAN COORDINATES (ANGSTROEM)
Ir1 -0.557 -0.742 -0.769
S1 -1.438 0.767 1.390
C1 -2.938 0.057 1.711
C2 -3.828 0.798 2.543
N1 -4.530 1.424 3.205
C3 -3.305 -1.185 1.212
S2 -2.268 -2.181 0.304
C4 -4.602 -1.724 1.452
N2 -5.648 -2.184 1.584
O1 1.616 -1.888 -2.816
N3 0.600 -0.977 -2.987
C5 0.692 -0.356 -4.085
C6 -0.323 0.559 -4.600
C7 -0.302 0.748 -5.983
C8 -1.278 1.486 -6.626
C9 -2.305 2.048 -5.885
C10 -2.331 1.884 -4.509
C11 -1.342 1.163 -3.841
P1 -1.345 1.187 -2.008
C12 -0.631 2.829 -1.629
C13 0.225 2.943 -0.536
C14 0.658 4.188 -0.107
C15 0.262 5.328 -0.787
C16 -0.545 5.218 -1.912
C17 -0.992 3.977 -2.333
C18 -3.113 1.392 -1.617
C19 -3.534 2.358 -0.705
C20 -4.866 2.422 -0.324
C21 -5.782 1.513 -0.830
C22 -5.370 0.551 -1.743
C23 -4.044 0.490 -2.138
H1 1.225 -2.535 -2.212
H2 1.520 -0.594 -4.752
H3 0.490 0.291 -6.564
H4 -1.245 1.621 -7.698
H5 -3.081 2.622 -6.373
H6 -3.141 2.318 -3.939
H7 0.552 2.044 -0.033
H8 1.299 4.266 0.762
H9 0.592 6.303 -0.453
H10 -0.833 6.105 -2.460
H11 -1.620 3.910 -3.210
H12 -2.823 3.063 -0.293
H13 -5.183 3.175 0.386
H14 -6.816 1.555 -0.516
H15 -6.085 -0.154 -2.147
H16 -3.733 -0.254 -2.862
C24 1.834 0.229 2.026
P2 1.488 -0.765 0.493
C25 2.997 -0.284 -0.410
C26 2.896 0.685 -1.405
C27 4.026 1.117 -2.080
C28 5.268 0.589 -1.760
C29 5.382 -0.345 -0.740
C30 4.254 -0.773 -0.058
C31 1.654 -2.531 0.902
C32 2.532 -3.380 0.224
C33 2.551 -4.737 0.509
C34 1.684 -5.266 1.454
C35 0.770 -4.440 2.092
C36 0.741 -3.085 1.806
P3 1.127 -0.213 3.719
C37 2.690 -0.070 4.675
C38 3.715 -0.967 4.368
C39 4.912 -0.939 5.065
C40 5.091 -0.027 6.097
C41 4.063 0.839 6.434
C42 2.864 0.816 5.734
C43 0.280 1.338 4.201
C44 0.741 2.617 3.896
C45 0.032 3.732 4.310
C46 -1.135 3.584 5.049
C47 -1.589 2.316 5.377
C48 -0.886 1.199 4.952
H17 1.544 1.254 1.787
H18 2.919 0.204 2.116
H19 1.926 1.108 -1.633
H20 3.937 1.866 -2.857
H21 6.151 0.921 -2.291
H22 6.353 -0.740 -0.469
H23 4.350 -1.485 0.753
H24 3.205 -2.981 -0.525
H25 3.245 -5.386 -0.009
H26 1.710 -6.325 1.678
H27 0.066 -4.852 2.803
H28 -0.007 -2.462 2.270
H29 3.566 -1.702 3.583
H30 5.704 -1.630 4.808
H31 6.026 0.001 6.640
H32 4.194 1.543 7.246
H33 2.069 1.492 6.019
H34 1.670 2.748 3.352
H35 0.394 4.723 4.063
H36 -1.688 4.458 5.367
H37 -2.497 2.200 5.955
H38 -1.246 0.205 5.194
C49 -2.589 -4.271 -3.203
C50 -1.401 -5.197 -2.928
C51 -0.710 -4.473 -1.785
O2 -0.874 -3.072 -2.075
C52 -1.990 -2.887 -2.970
H39 -3.389 -4.460 -2.486
H40 -2.988 -4.374 -4.210
H41 -0.745 -5.245 -3.798
H42 -1.701 -6.207 -2.657
H43 0.357 -4.690 -1.713
H44 -1.182 -4.708 -0.825
H45 -1.613 -2.436 -3.892
H46 -2.705 -2.205 -2.506

## Properties
2S+1: 5
Frontier orbital gap (alpha / beta): 7.30 / 5.51 eV
HOMO level (alpha / beta): -10.05 / -10.49 eV
Total charge: +1
ΔE to the lowest compared entry with this formula, charge and spin: 0.00 kcal per mole


Below is a molecular structure, C38H32Cl3FeO2P2, with properties calculated with ωB97M-V with the def2-TZVPD basis set.

CARTESIAN COORDINATES (ANGSTROEM)
C1 0.679 -1.144 -2.300
C2 -0.339 -1.646 -1.487
C3 -1.648 -1.727 -1.992
C4 -1.913 -1.407 -3.324
C5 -0.875 -1.006 -4.160
C6 0.410 -0.854 -3.628
P1 0.010 -1.975 0.259
C7 -1.288 -3.119 0.789
C8 -2.369 -2.659 1.566
C9 -3.412 -3.533 1.872
C10 -3.380 -4.861 1.438
C11 -2.295 -5.318 0.681
C12 -1.255 -4.449 0.345
Fe1 -0.191 0.038 1.138
P2 0.081 2.052 0.216
C13 -1.300 2.039 -0.978
C14 -1.086 2.325 -2.335
C15 -2.169 2.323 -3.220
C16 -3.446 1.984 -2.767
C17 -3.650 1.651 -1.423
C18 -2.582 1.667 -0.534
C19 -0.168 3.430 1.378
C20 0.656 3.488 2.519
C21 0.459 4.497 3.459
C22 -0.563 5.438 3.271
C23 -1.397 5.365 2.150
C24 -1.205 4.357 1.203
C25 1.674 2.301 -0.594
C26 2.719 1.364 -0.450
C27 3.935 1.601 -1.091
C28 4.120 2.751 -1.866
C29 3.084 3.685 -1.990
C30 1.867 3.474 -1.340
C31 1.601 -2.829 0.317
C32 2.118 -3.533 -0.787
C33 3.396 -4.096 -0.715
C34 4.155 -4.002 0.450
C35 3.622 -3.352 1.567
C36 2.360 -2.764 1.503
H1 1.429 2.729 2.656
H2 1.123 4.546 4.323
H3 -0.708 6.211 4.022
H4 -2.189 6.102 2.006
H5 -1.861 4.294 0.333
H6 -0.084 2.529 -2.710
H7 -2.007 2.579 -4.265
H8 -4.293 1.995 -3.445
H9 -4.640 1.377 -1.059
H10 -2.728 1.361 0.513
H11 2.581 0.480 0.183
H12 4.736 0.873 -0.973
H13 5.064 2.895 -2.381
H14 3.221 4.583 -2.593
H15 1.074 4.229 -1.390
H16 1.540 -3.625 -1.710
H17 3.792 -4.623 -1.585
H18 5.148 -4.436 0.513
H19 4.170 -3.303 2.507
H20 1.938 -2.252 2.370
H21 -2.395 -1.625 1.920
H22 -4.252 -3.151 2.450
H23 -4.207 -5.520 1.689
H24 -2.261 -6.354 0.335
H25 -0.415 -4.795 -0.269
H26 -2.469 -1.991 -1.319
H27 -2.933 -1.467 -3.693
H28 -1.076 -0.813 -5.223
H29 1.261 -0.508 -4.190
H30 1.681 -0.924 -1.921
H31 0.282 0.888 -5.608
H32 0.881 0.659 -5.182
Cl1 -0.425 -2.042 6.492
C37 -0.374 -0.541 5.517
Cl2 -1.944 0.310 5.602
Cl3 0.916 0.564 6.071
C38 -0.058 -0.871 3.970
O1 0.374 -2.006 3.759
O2 -0.304 0.085 3.145

## Properties
2S+1: 6
Frontier orbital gap (alpha / beta): 8.27 / 5.22 eV
HOMO level (alpha / beta): -14.54 / -14.60 eV
Total charge: +2
ΔE to the lowest compared entry with this formula, charge and spin: 1.99 kcal per mole